Formula: C36H32F3N7O4PSnTe
Source: OMol25
Level of theory: wB97M-V/def2-TZVPD

CARTESIAN COORDINATES (ANGSTROEM)
Sn (-0.16, -0.18, -0.02)
C (-2.33, -0.83, 5.45)
N (-1.50, -1.18, 4.31)
C (-0.81, -2.35, 4.16)
C (-0.19, -2.29, 2.95)
N (-0.50, -1.10, 2.35)
C (-1.28, -0.45, 3.19)
P (-1.92, 1.24, 2.99)
C (-2.91, 0.99, 1.50)
N (-3.24, -0.18, 1.00)
C (-4.07, 0.09, -0.06)
C (-4.22, 1.44, -0.20)
N (-3.49, 2.01, 0.81)
C (-3.31, 3.43, 1.04)
C (-0.39, 2.01, 2.34)
N (0.50, 1.48, 1.51)
C (1.56, 2.34, 1.43)
C (1.31, 3.41, 2.23)
N (0.08, 3.20, 2.80)
C (-0.53, 4.08, 3.79)
H (-2.34, -1.67, 6.13)
H (-3.35, -0.61, 5.13)
H (-1.92, 0.04, 5.96)
H (-0.83, -3.12, 4.91)
H (0.44, -3.02, 2.47)
H (-4.49, -0.69, -0.66)
H (-4.76, 2.03, -0.91)
H (-4.13, 3.97, 0.57)
H (-2.36, 3.77, 0.63)
H (-3.35, 3.63, 2.11)
H (2.42, 2.13, 0.83)
H (1.89, 4.29, 2.46)
H (-0.23, 5.10, 3.58)
H (-0.22, 3.80, 4.79)
H (-1.61, 4.01, 3.72)
O (0.34, 4.64, -1.60)
C (0.16, 3.33, -1.34)
O (-0.76, 2.91, -0.68)
C (1.21, 2.48, -1.98)
C (1.93, 2.94, -3.07)
C (2.78, 2.06, -3.72)
C (2.87, 0.75, -3.27)
C (2.10, 0.39, -2.17)
N (1.30, 1.23, -1.53)
C (2.09, -1.03, -1.63)
O (3.24, -1.69, -1.96)
O (1.72, -1.15, -0.37)
H (-0.42, 5.11, -1.23)
H (1.81, 3.96, -3.41)
H (3.36, 2.38, -4.57)
H (3.51, 0.03, -3.74)
H (3.48, -2.22, -1.18)
C (1.52, -3.89, -3.31)
Te (0.35, -2.10, -2.92)
C (0.69, -1.71, -4.98)
C (1.23, -2.96, -5.61)
C (1.32, -3.06, -7.00)
C (1.82, -4.21, -7.58)
C (2.22, -5.28, -6.78)
C (2.12, -5.18, -5.40)
C (1.63, -4.02, -4.80)
H (0.98, -4.73, -2.86)
H (2.50, -3.82, -2.84)
H (1.38, -0.86, -5.02)
H (-0.27, -1.37, -5.38)
H (1.00, -2.24, -7.62)
H (1.89, -4.29, -8.66)
H (2.61, -6.18, -7.23)
H (2.43, -6.01, -4.78)
F (-2.57, 7.06, -5.63)
C (-1.69, 6.27, -6.26)
F (-2.08, 6.17, -7.55)
F (-0.51, 6.94, -6.28)
C (-1.55, 4.93, -5.61)
C (-0.72, 3.99, -6.21)
C (-0.54, 2.75, -5.62)
C (-1.19, 2.43, -4.42)
C (-2.04, 3.38, -3.85)
C (-2.22, 4.62, -4.44)
C (-0.95, 1.18, -3.77)
C (-0.80, 0.16, -3.11)
H (-0.20, 4.22, -7.13)
H (0.11, 2.02, -6.08)
H (-2.56, 3.13, -2.93)
H (-2.87, 5.35, -3.99)

- E_HOMO (eV) = -10.168
- total charge = +1
- E_LUMO (eV) = -2.73

=====

Formula: C36H32FN8O4RhS2
Source: OMol25
Level of theory: wB97M-V/def2-TZVPD

CARTESIAN COORDINATES (ANGSTROEM)
Rh (3.44, -0.76, 0.35)
C (1.57, 2.92, -0.78)
C (2.01, 1.74, 0.03)
N (3.04, 1.05, -0.32)
N (3.83, 1.56, -1.35)
C (4.99, 1.02, -1.40)
S (5.63, -0.14, -0.28)
S (6.08, 1.67, -2.64)
C (6.91, 2.90, -1.55)
C (5.95, 3.97, -1.11)
C (5.59, 5.00, -1.98)
C (4.64, 5.93, -1.60)
C (4.04, 5.85, -0.35)
C (4.41, 4.85, 0.53)
C (5.36, 3.91, 0.15)
C (1.30, 1.40, 1.27)
C (0.04, 1.97, 1.50)
C (-0.65, 1.79, 2.68)
C (-0.04, 1.04, 3.70)
C (1.19, 0.47, 3.51)
C (1.90, 0.59, 2.29)
O (3.05, 0.00, 2.20)
H (2.33, 3.20, -1.49)
H (1.35, 3.77, -0.13)
H (0.65, 2.67, -1.33)
H (7.72, 3.28, -2.17)
H (7.32, 2.36, -0.70)
H (6.04, 5.05, -2.96)
H (4.36, 6.72, -2.29)
H (3.28, 6.57, -0.07)
H (3.96, 4.78, 1.51)
H (5.65, 3.12, 0.83)
H (-0.43, 2.55, 0.71)
H (-1.63, 2.21, 2.81)
H (-0.56, 0.90, 4.64)
H (1.66, -0.12, 4.29)
C (-2.83, -2.35, -4.03)
C (-2.47, -0.98, -3.48)
N (-1.50, -1.06, -2.39)
C (-0.17, -1.05, -2.70)
C (0.85, -1.17, -1.81)
C (2.26, -1.20, -2.39)
O (2.35, -1.02, -3.60)
O (3.21, -1.47, -1.59)
C (0.53, -1.29, -0.42)
O (1.34, -1.41, 0.50)
C (-0.90, -1.29, -0.08)
C (-1.25, -1.38, 1.26)
C (-2.57, -1.42, 1.60)
F (-2.93, -1.43, 2.91)
C (-3.58, -1.47, 0.64)
C (-3.23, -1.37, -0.70)
C (-1.89, -1.23, -1.07)
N (-4.96, -1.62, 0.97)
C (-5.76, -0.41, 0.87)
C (-7.22, -0.80, 0.71)
N (-7.62, -1.66, 1.88)
C (-6.73, -2.87, 2.01)
C (-5.30, -2.38, 2.15)
H (-3.56, -2.26, -4.84)
H (-3.25, -2.99, -3.25)
H (-1.94, -2.84, -4.42)
H (-3.35, -0.45, -3.13)
H (-2.02, -0.37, -4.26)
H (0.08, -0.95, -3.75)
H (-0.47, -1.40, 2.01)
H (-4.02, -1.46, -1.43)
H (-5.45, 0.17, 0.01)
H (-5.65, 0.22, 1.77)
H (-7.34, -1.41, -0.19)
H (-7.88, 0.06, 0.67)
H (-8.60, -1.93, 1.81)
H (-7.51, -1.10, 2.73)
H (-6.85, -3.46, 1.10)
H (-7.05, -3.45, 2.88)
H (-4.64, -3.24, 2.25)
H (-5.22, -1.79, 3.08)
N (3.77, -2.63, 0.96)
C (3.33, -3.70, 1.00)
C (2.78, -4.97, 1.04)
C (2.58, -5.70, -0.17)
N (2.39, -6.30, -1.13)
C (2.33, -5.53, 2.26)
N (1.96, -5.99, 3.25)

- E_HOMO (eV) = -6.630
- total charge = 0
- E_LUMO (eV) = -2.05

=====

Formula: C36H32FeN2OP2S2
Source: OMol25
Level of theory: wB97M-V/def2-TZVPD

CARTESIAN COORDINATES (ANGSTROEM)
Fe (1.49, -1.99, 0.08)
S (3.68, -1.89, -0.70)
P (2.92, 0.01, -0.86)
C (1.24, 0.25, -0.42)
P (0.78, 0.11, 1.26)
S (1.23, -1.59, 2.33)
C (1.41, 1.51, 2.27)
C (2.25, 1.30, 3.36)
C (2.66, 2.38, 4.11)
C (2.26, 3.66, 3.77)
C (1.44, 3.86, 2.66)
C (1.02, 2.79, 1.91)
C (-1.02, 0.32, 1.31)
C (-1.68, 1.04, 0.32)
C (-3.03, 1.28, 0.43)
C (-3.74, 0.77, 1.51)
C (-3.10, 0.01, 2.47)
C (-1.73, -0.20, 2.39)
C (3.96, 1.21, 0.03)
C (3.63, 2.55, -0.21)
C (4.27, 3.54, 0.50)
C (5.22, 3.21, 1.45)
C (5.54, 1.88, 1.69)
C (4.91, 0.87, 0.98)
C (3.01, 0.38, -2.62)
C (4.15, 0.91, -3.21)
C (4.18, 1.08, -4.58)
C (3.09, 0.71, -5.36)
C (1.97, 0.16, -4.77)
C (1.92, -0.01, -3.40)
H (2.55, 0.30, 3.63)
H (3.30, 2.22, 4.97)
H (2.57, 4.51, 4.36)
H (1.13, 4.86, 2.40)
H (0.38, 2.94, 1.05)
H (-1.13, 1.41, -0.53)
H (-3.54, 1.86, -0.32)
H (-4.80, 0.95, 1.59)
H (-3.65, -0.40, 3.30)
H (-1.22, -0.76, 3.15)
H (2.89, 2.78, -0.96)
H (4.02, 4.58, 0.31)
H (5.71, 3.99, 2.02)
H (6.29, 1.63, 2.43)
H (5.15, -0.17, 1.15)
H (4.99, 1.19, -2.60)
H (5.06, 1.50, -5.05)
H (3.13, 0.85, -6.43)
H (1.13, -0.15, -5.38)
H (1.06, -0.45, -2.90)
C (-4.85, -3.83, -0.23)
N (-3.60, -3.31, 0.28)
N (-2.70, -2.69, -0.56)
C (-1.42, -2.93, -0.10)
O (-0.38, -2.52, -0.66)
C (-1.56, -3.70, 1.08)
C (-2.90, -3.92, 1.28)
C (-3.60, -4.62, 2.37)
C (-3.14, -1.69, -1.44)
C (-4.33, -1.03, -1.18)
C (-4.81, -0.08, -2.07)
C (-4.07, 0.25, -3.19)
C (-2.85, -0.35, -3.41)
C (-2.38, -1.34, -2.55)
H (-5.04, -3.38, -1.21)
H (-5.68, -3.58, 0.43)
H (-4.79, -4.91, -0.34)
H (-0.74, -4.01, 1.69)
H (-2.91, -4.82, 3.18)
H (-4.01, -5.58, 2.04)
H (-4.42, -4.01, 2.74)
H (-4.88, -1.23, -0.27)
H (-5.76, 0.39, -1.88)
H (-4.44, 0.99, -3.88)
H (-2.25, -0.07, -4.26)
H (-1.44, -1.83, -2.74)

- E_HOMO (spin up / spin down) (eV) = -10.949 / -10.937
- total charge = +1
- 2S+1 = 6
- E_LUMO (spin up / spin down) (eV) = -1.89 / -4.06

=====

Formula: C36H32MoN4O3S
Source: OMol25
Level of theory: wB97M-V/def2-TZVPD

CARTESIAN COORDINATES (ANGSTROEM)
Mo (0.13, -0.35, 1.21)
C (-2.57, 2.26, -4.16)
O (-1.66, 1.22, -3.77)
C (-1.38, 0.16, -4.53)
C (-2.02, -0.32, -5.69)
C (-1.53, -1.50, -6.30)
C (-0.64, -2.30, -5.63)
C (0.07, -1.76, -4.54)
C (-0.27, -0.55, -4.02)
N (0.29, -0.12, -2.81)
C (-0.21, -0.53, -1.63)
N (-1.03, -1.64, -1.54)
C (-1.22, -2.41, -0.40)
C (-0.70, -2.18, 0.90)
C (-0.92, -3.09, 1.94)
C (-1.54, -4.31, 1.66)
C (-1.95, -4.62, 0.37)
C (-1.98, -3.61, -0.59)
O (-2.59, -3.60, -1.84)
C (-3.50, -4.65, -2.18)
N (0.19, 0.22, -0.59)
C (1.09, 1.30, -0.54)
C (2.42, 0.98, -0.73)
C (3.38, 2.01, -0.86)
C (2.95, 3.35, -0.77)
C (1.64, 3.68, -0.36)
C (0.70, 2.65, -0.25)
O (-0.57, 2.88, 0.23)
C (-1.06, 4.25, 0.21)
H (-3.57, 1.88, -4.10)
H (-2.47, 2.58, -5.15)
H (-2.35, 3.13, -3.52)
H (-2.80, 0.25, -6.17)
H (-1.88, -1.70, -7.32)
H (-0.45, -3.36, -5.95)
H (0.82, -2.41, -4.09)
H (0.63, 0.80, -2.79)
H (-1.53, -2.00, -2.37)
H (-0.53, -3.00, 2.94)
H (-1.78, -4.97, 2.48)
H (-2.25, -5.67, 0.24)
H (-3.99, -5.02, -1.27)
H (-3.04, -5.48, -2.79)
H (-4.21, -4.07, -2.82)
H (2.69, -0.07, -0.76)
H (4.39, 1.70, -1.00)
H (3.70, 4.09, -1.01)
H (1.50, 4.73, -0.09)
H (-2.13, 4.19, 0.29)
H (-0.82, 4.76, -0.77)
H (-0.60, 4.80, 1.03)
S (-3.01, 2.36, 2.30)
C (-2.27, 0.84, 2.34)
N (-0.96, 0.81, 2.59)
C (-0.56, 2.07, 3.11)
C (0.57, 2.26, 3.91)
C (0.64, 3.44, 4.65)
C (-0.26, 4.50, 4.34)
C (-1.36, 4.30, 3.56)
C (-1.58, 3.03, 3.02)
H (-2.78, -0.07, 2.09)
H (1.35, 1.49, 3.92)
H (1.41, 3.55, 5.42)
H (-0.18, 5.57, 4.67)
H (-2.03, 5.10, 3.40)
C (1.65, -0.78, 2.12)
C (2.77, -1.33, 2.83)
C (3.58, -0.48, 3.64)
C (4.71, -0.95, 4.29)
C (5.04, -2.34, 4.22)
C (4.19, -3.18, 3.48)
C (3.05, -2.70, 2.86)
H (3.33, 0.61, 3.79)
H (5.19, -0.34, 5.08)
H (5.88, -2.73, 4.77)
H (4.36, -4.25, 3.38)
H (2.37, -3.38, 2.41)

- E_HOMO (spin up / spin down) (eV) = -13.008 / -13.179
- total charge = +2
- E_LUMO (spin up / spin down) (eV) = -6.58 / -7.05

=====

Values for E_tot, Ha, ordered as above
-3198.3634, -3136.7832, -4318.3999, -2301.4790